a | Entry from the OMol25 dataset: C3H5NOS in the gas phase (ωB97M-V/def2-TZVPD).

The value obtained for the highest occupied orbital energy is -9.1 eV. The gap between HOMO and LUMO comes out at 9.89 eV. As for the SMILES: C#C[S@](C)(=N)=O. The net charge is 0.

XYZ file:
```
11
Properties=species:S:1:pos:R:3:nbo_charge:R:1
C -2.42 -0.80 0.10 -0.10
C -1.24 -0.58 0.11 -0.37
S 0.52 -0.42 0.13 1.93
C 0.75 1.42 0.17 -0.81
N 1.10 -0.98 -1.31 -1.12
O 0.99 -1.15 1.29 -0.90
H -3.40 -0.91 -0.14 0.23
H 1.50 1.71 0.88 0.26
H 0.78 1.91 -0.83 0.27
H -0.29 1.55 0.65 0.23
H 1.72 -1.74 -1.05 0.37
```

b | Entry from the OMol25 dataset: C3H5NOS in the gas phase (ωB97M-V/def2-TZVPD).

The value obtained for the highest occupied orbital energy is -8.8 eV. The gap between HOMO and LUMO comes out at 8.47 eV. As for the SMILES: C=NOCC=S. The net charge is 0.

XYZ file:
```
11
Properties=species:S:1:pos:R:3:nbo_charge:R:1
C 2.15 -0.97 0.18 -0.14
N 1.01 -0.70 -0.36 -0.11
O 0.54 0.53 0.11 -0.40
C -0.75 0.80 -0.43 -0.15
C -1.86 0.31 0.43 -0.30
S -2.78 -0.89 -0.06 0.12
H 2.63 -0.28 0.82 0.18
H 2.59 -1.91 -0.16 0.20
H -0.87 0.44 -1.45 0.21
H -0.83 1.91 -0.49 0.20
H -1.85 0.76 1.41 0.20
```

Result of the stability comparison: b is the most stable of them.